{
  "formula": "C34H25Cl5N5O3RbS",
  "method": "ωB97M-V/def2-TZVPD",
  "species": ["H", "O", "Cl", "C", "Rb", "N", "S", "C", "Cl", "Cl", "C", "Cl", "H", "H", "C", "C", "C", "N", "O", "C", "C", "H", "C", "N", "C", "H", "C", "H", "C", "O", "H", "C", "H", "C", "C", "H", "H", "H", "C", "C", "C", "C", "H", "H", "H", "H", "H", "C", "C", "C", "N", "H", "H", "C", "H", "H", "C", "C", "N", "C", "H", "C", "Cl", "C", "H", "C", "C", "H", "H", "C", "C", "C", "H", "C"],
  "positions_angstrom": [[-3.64, -1.86, -2.43], [-0.12, 3.01, 3.28], [3.42, -1.04, -2.12], [-0.52, -3.16, 1.89], [1.59, 0.21, 0.23], [-0.54, -1.85, 1.92], [-0.29, 2.40, 1.97], [-2.40, 4.22, 1.86], [-0.30, -4.86, -1.53], [1.01, -6.53, -3.78], [-1.09, 0.95, -2.83], [3.59, -5.48, -5.17], [0.54, 5.13, -4.03], [-2.85, -3.92, 4.22], [1.92, 3.87, -2.95], [-3.09, -1.24, 4.52], [1.70, -5.02, -3.29], [-0.88, -0.03, -1.93], [4.04, 0.25, 0.96], [-2.23, -1.94, 3.64], [-0.31, 3.24, -3.50], [-4.83, 4.80, -0.40], [0.70, 4.17, -3.54], [5.15, 0.23, 3.01], [-3.15, -0.06, -3.52], [-3.73, 2.88, -1.49], [2.06, 2.63, -2.34], [-4.04, -0.08, -4.14], [-1.36, -1.23, 2.77], [0.73, 2.72, 1.00], [-1.76, 1.80, -0.40], [4.55, -0.49, 1.88], [3.09, -2.20, 1.66], [5.26, -1.81, 1.56], [-3.09, 0.13, 4.50], [-1.26, -5.04, 2.64], [5.27, -2.11, 0.53], [-2.28, 1.93, 3.66], [1.14, -4.23, -2.28], [-3.50, 4.81, 1.27], [1.62, -3.00, -1.84], [2.85, -4.55, -3.92], [-2.37, 1.71, -4.41], [-3.72, -1.80, 5.19], [2.73, 4.58, -2.96], [0.16, -3.60, 1.17], [6.15, -2.08, 2.13], [-2.94, -1.06, -2.57], [-1.32, -3.96, 2.71], [-0.07, 2.00, -2.89], [1.11, 1.72, -2.33], [-3.76, 0.67, 5.16], [2.98, 2.35, -1.85], [-2.18, -3.35, 3.58], [3.91, -2.14, 3.30], [-1.98, 4.58, 2.80], [-1.77, -0.99, -1.81], [-2.26, 2.65, 0.05], [-0.49, 0.83, 1.99], [-2.22, 0.94, -3.66], [5.16, -0.36, 3.84], [-1.79, 3.14, 1.26], [4.81, -2.76, -4.34], [-1.35, 0.22, 2.79], [-1.28, 3.47, -3.92], [2.76, -2.59, -2.54], [3.38, -3.33, -3.54], [-3.98, 5.66, 1.74], [4.55, 1.03, 3.20], [3.93, -1.86, 2.26], [-3.36, 3.25, -0.55], [-3.97, 4.33, 0.06], [-1.54, -1.74, -1.08], [-2.26, 0.85, 3.65]],
  "de_lowest_kcal_mol": 11.2,
  "lumo_energy_ev": 3.6,
  "energy_ev": -123359.82241,
  "total_charge": -2,
  "homo_lumo_gap_ev": 4.40
}


{
  "formula": "C34H25F9NO5S",
  "method": "ωB97M-V/def2-TZVPD",
  "species": ["F", "C", "F", "C", "H", "C", "O", "H", "H", "C", "C", "O", "C", "H", "O", "C", "C", "C", "H", "H", "F", "C", "S", "F", "C", "O", "C", "C", "H", "H", "H", "C", "H", "F", "H", "C", "C", "H", "C", "F", "C", "C", "H", "H", "H", "H", "C", "C", "N", "C", "C", "F", "C", "H", "F", "H", "F", "H", "H", "H", "C", "C", "C", "H", "C", "C", "C", "O", "H", "H", "C", "C", "C", "C", "H"],
  "positions_angstrom": [[3.89, 5.60, -0.32], [3.47, 5.53, -1.66], [3.87, 4.04, -3.78], [8.19, 6.00, -1.85], [1.16, 2.80, -0.52], [-6.76, -2.21, 1.82], [-8.22, -3.58, 3.78], [-0.49, -6.29, -1.05], [7.47, 4.05, -2.87], [-6.44, -4.92, 4.51], [0.09, -0.39, -0.94], [-3.03, -4.74, 3.36], [-6.68, -6.62, 6.20], [8.69, 6.84, -2.42], [-3.30, -1.01, -2.00], [-0.83, -5.26, -1.16], [0.06, -4.21, -0.95], [-4.04, -2.77, 1.65], [1.09, -4.42, -0.68], [-3.62, -3.49, -1.91], [5.10, 3.50, -1.73], [-6.20, -3.17, 2.67], [3.51, 3.73, -2.18], [4.16, 7.82, -1.87], [-5.34, -6.96, 6.05], [7.90, 2.89, -0.96], [6.63, 6.30, -1.53], [-7.23, -5.60, 5.43], [-2.98, -2.99, 1.58], [5.95, 5.38, -3.47], [6.33, 5.52, -0.76], [-0.37, -2.90, -1.09], [-2.68, 1.40, -1.80], [3.49, 6.88, -3.79], [-3.99, -1.29, 0.09], [0.50, 1.98, -0.76], [-2.16, -1.24, -1.63], [8.69, 5.96, -0.82], [-7.04, -3.86, 3.66], [3.08, 3.31, -0.58], [-5.09, -5.24, 4.38], [-4.54, -6.26, 5.15], [-6.42, -0.81, 0.24], [-2.85, -5.82, -1.64], [-8.28, -5.35, 5.54], [-1.15, 3.26, -1.28], [4.20, 6.58, -2.60], [-2.58, -3.69, -1.64], [9.00, 3.56, -1.50], [0.57, -1.78, -0.82], [0.94, 0.67, -0.64], [3.44, 2.09, -2.57], [-2.15, -5.00, -1.49], [-7.30, -7.15, 6.91], [1.82, 3.78, -2.50], [-3.49, -6.53, 5.04], [2.10, 5.94, -1.61], [-7.82, -1.99, 1.88], [7.80, 2.02, -1.39], [-4.91, -7.76, 6.65], [-4.61, -1.82, 0.81], [-4.22, -4.50, 3.43], [8.42, 4.53, -2.48], [1.96, 0.47, -0.31], [5.75, 6.32, -2.85], [-1.69, -2.63, -1.45], [-1.66, 1.19, -1.48], [1.73, -2.01, -0.51], [9.20, 4.64, -3.32], [6.11, 7.19, -3.50], [-0.80, 2.24, -1.18], [-1.22, -0.13, -1.35], [-4.83, -3.46, 2.57], [-5.97, -1.55, 0.90], [6.62, 7.36, -1.11]],
  "lumo_energy_ev": 0.1,
  "energy_ev": -82679.07330,
  "total_charge": -1,
  "homo_lumo_gap_ev": 1.85
}


{
  "formula": "C34H25IN6O2SZr",
  "method": "ωB97M-V/def2-TZVPD",
  "species": ["H", "H", "H", "C", "C", "S", "H", "C", "C", "C", "H", "C", "I", "C", "C", "C", "C", "Zr", "C", "C", "C", "C", "O", "H", "H", "H", "H", "H", "H", "H", "C", "N", "H", "N", "H", "H", "H", "C", "C", "C", "O", "C", "H", "C", "C", "C", "C", "C", "N", "N", "C", "H", "H", "C", "C", "C", "H", "C", "H", "C", "N", "H", "C", "H", "H", "C", "H", "C", "C", "N"],
  "positions_angstrom": [[-4.88, 0.05, -1.50], [-5.22, 2.48, -1.06], [-0.82, -2.27, 5.01], [-1.85, -2.41, 4.73], [1.65, -7.47, -0.93], [0.16, -5.82, -2.54], [2.73, -8.82, 0.35], [-3.16, 2.80, -0.53], [0.27, -4.29, -0.21], [1.76, -8.47, 0.03], [-5.54, -2.92, 3.67], [-1.94, 2.16, -0.39], [-5.24, -4.65, 6.21], [3.06, 4.48, 0.55], [-4.07, 0.67, -1.17], [2.33, 1.79, 0.89], [-2.68, -3.22, 5.48], [-0.13, 0.00, 0.87], [0.04, -1.97, -1.62], [-4.25, 2.03, -0.93], [-2.36, -1.76, 3.61], [1.75, 4.13, 0.37], [-0.22, -1.05, 2.74], [0.38, -5.19, 0.38], [1.00, 4.85, 0.11], [-2.65, -0.94, -1.14], [5.04, 3.78, 1.01], [-4.09, -1.40, 2.37], [-1.34, -9.15, 0.71], [0.36, -3.00, 1.48], [0.06, -3.15, -2.31], [1.83, 0.50, 1.02], [4.02, -2.00, 4.20], [0.14, 2.25, 0.34], [3.37, 5.51, 0.43], [4.61, -3.03, 0.09], [2.54, -7.04, -1.39], [0.16, -4.36, -1.61], [3.30, -1.38, 0.46], [2.97, -0.79, 2.77], [-1.97, 0.05, 2.10], [-0.73, -7.67, -0.72], [-0.04, -1.02, -2.15], [0.26, -3.07, 0.41], [4.14, -2.41, 0.84], [1.40, 2.78, 0.55], [-4.00, -3.41, 5.09], [-3.70, -1.93, 3.23], [-1.75, 0.84, -0.60], [-0.82, 2.95, -0.04], [3.67, 2.16, 1.05], [2.51, -0.15, 3.52], [-1.73, -7.39, -1.01], [2.71, -0.57, 1.43], [-2.82, 0.12, -0.98], [0.38, -7.07, -1.30], [-3.23, 3.86, -0.35], [-0.50, -8.65, 0.23], [5.05, -3.44, 2.48], [3.81, -1.83, 3.15], [0.71, -9.04, 0.61], [4.41, 1.42, 1.30], [-1.50, -0.90, 2.82], [3.10, -1.18, -0.59], [-2.30, -3.71, 6.37], [4.01, 3.49, 0.88], [0.01, -3.13, -3.39], [4.39, -2.64, 2.19], [-4.51, -2.77, 3.96], [0.10, -1.91, -0.27]],
  "de_lowest_kcal_mol": 0.0,
  "lumo_energy_ev": -7.5,
  "energy_ev": -68905.52471,
  "total_charge": 2,
  "homo_lumo_gap_ev": 5.71
}


{
  "formula": "C34H25IrN2O3S5",
  "method": "ωB97M-V/def2-TZVPD",
  "species": ["C", "H", "C", "C", "C", "C", "C", "S", "C", "N", "S", "H", "O", "C", "H", "C", "C", "H", "H", "H", "H", "C", "H", "C", "S", "H", "C", "C", "C", "H", "O", "C", "H", "C", "C", "H", "C", "C", "Ir", "H", "H", "C", "H", "C", "C", "H", "N", "H", "H", "H", "H", "S", "H", "C", "C", "C", "C", "C", "H", "S", "C", "C", "C", "H", "C", "C", "H", "H", "O", "C"],
  "positions_angstrom": [[-2.72, -2.06, 2.41], [2.70, -2.33, -2.16], [-2.01, -2.04, 1.25], [-4.37, 1.77, -0.79], [-5.59, 2.40, -0.71], [-1.72, -5.07, 5.24], [-3.26, 3.92, -0.69], [1.83, -4.40, -3.02], [-3.19, 2.52, -0.75], [0.30, 1.74, -0.50], [-0.83, -2.71, -1.24], [-1.21, -6.27, 3.54], [1.77, -0.46, 0.30], [1.81, -6.35, 0.79], [-4.61, 2.14, 2.13], [5.22, 0.21, -0.63], [-5.94, -0.58, 3.63], [2.97, -1.90, 1.90], [1.52, 3.16, -1.34], [-2.86, -1.89, 5.09], [-2.81, 0.52, 1.67], [-4.70, 1.12, 2.48], [5.99, 1.97, -1.57], [-2.18, -3.83, 5.67], [0.69, -5.00, 1.08], [3.86, -3.35, 1.36], [-3.78, -1.11, 2.67], [-1.91, 1.84, -0.75], [-4.49, 4.54, -0.62], [-4.55, 5.61, -0.56], [4.36, -1.69, 0.37], [-5.66, 3.78, -0.62], [-2.34, 4.48, -0.68], [5.11, 1.48, -1.17], [-1.22, -2.05, 0.26], [-1.84, -4.54, 1.90], [4.10, -0.45, -0.13], [2.72, 1.50, -0.72], [-0.15, -0.25, -0.12], [-5.03, -2.51, 3.73], [-6.50, 1.82, -0.72], [3.89, 2.11, -1.22], [2.53, -2.69, 0.37], [0.76, -4.31, -0.48], [1.49, 2.19, -0.85], [-6.62, 4.27, -0.54], [-0.78, 2.51, -0.71], [3.80, 3.10, -1.65], [6.17, -0.31, -0.60], [-4.29, 0.70, -0.85], [-1.47, -5.83, 5.96], [2.43, -6.40, -0.81], [-2.28, -3.63, 6.73], [3.36, -2.44, 1.03], [3.13, -3.16, -2.70], [1.53, -4.90, -1.37], [-1.92, -4.35, 2.96], [-1.58, -5.32, 3.88], [3.51, -2.84, -3.66], [2.19, -7.44, 1.96], [2.82, 0.17, -0.16], [-2.40, -3.10, 3.38], [-5.82, 0.73, 3.19], [-6.60, 1.45, 3.41], [-3.69, 0.21, 2.21], [-4.93, -1.49, 3.38], [-6.83, -0.89, 4.15], [3.92, -3.63, -2.11], [-1.90, 0.53, -0.77], [-2.52, -2.86, 4.75]],
  "de_lowest_kcal_mol": 98.6,
  "lumo_energy_ev": [0.8, 0.9],
  "spin_multiplicity": 2,
  "energy_ev": -101798.39459,
  "s2": 0.81,
  "total_charge": -1,
  "homo_lumo_gap_ev": [4.97, 5.17]
}


{
  "formula": "C34H26Cl2N5O3SW",
  "method": "ωB97M-V/def2-TZVPD",
  "species": ["O", "C", "H", "Cl", "H", "H", "H", "H", "C", "H", "C", "H", "S", "C", "H", "C", "C", "O", "H", "C", "H", "H", "H", "C", "C", "C", "H", "C", "C", "W", "C", "H", "C", "C", "C", "C", "C", "Cl", "H", "H", "C", "H", "C", "O", "H", "C", "C", "H", "N", "C", "C", "C", "C", "H", "C", "C", "C", "C", "C", "N", "N", "H", "H", "H", "H", "H", "C", "N", "C", "C", "N", "H"],
  "positions_angstrom": [[0.20, 1.48, -0.57], [0.55, -4.10, -2.26], [-4.37, -0.53, -4.49], [-0.82, -3.57, 3.45], [-3.24, -0.72, -0.38], [2.14, 3.56, 3.25], [2.29, -1.69, 1.68], [-1.97, -0.09, -5.03], [-1.07, -4.57, -0.58], [-4.42, 4.61, 1.88], [-1.37, -0.13, -2.99], [4.81, 0.90, -1.60], [-1.92, 0.63, 1.14], [-3.62, -0.47, -3.71], [1.68, 2.26, 5.32], [-3.61, 4.20, 1.28], [-1.55, 3.10, -0.23], [-0.04, -1.44, 1.39], [4.69, -1.31, 2.09], [0.57, -0.32, 5.31], [0.33, -0.05, -4.28], [-1.72, -5.25, -0.04], [-1.44, 5.01, -1.18], [-0.19, -2.01, 3.75], [4.28, 0.35, -0.83], [-2.20, 2.32, 0.73], [1.15, -1.90, -3.71], [-0.41, 2.66, -1.04], [2.18, 0.45, -2.22], [-0.05, -0.25, -0.04], [-3.97, -0.66, -2.38], [-0.18, -6.07, -1.85], [1.46, 1.85, 4.34], [-1.07, -3.24, -0.26], [-0.23, -5.02, -1.59], [0.49, -2.77, -1.90], [1.41, 2.02, 1.95], [0.83, 0.18, 6.92], [1.20, -4.40, -3.07], [5.97, 0.10, 0.46], [4.92, -0.11, 0.30], [-3.28, 6.00, 0.16], [-2.99, -0.56, -1.42], [0.03, 3.15, -2.02], [-1.71, -2.86, 0.52], [-2.98, 4.97, 0.32], [-3.23, 2.88, 1.48], [-0.21, -2.22, 5.89], [-1.71, -0.29, -1.70], [1.30, -1.75, -2.64], [0.04, 0.24, -3.27], [1.72, 2.57, 3.20], [-2.30, -0.22, -4.01], [1.93, 1.51, -2.22], [0.65, 0.09, 2.95], [2.87, -1.10, 1.00], [-1.95, 4.42, -0.43], [0.04, -1.56, 5.07], [4.21, -0.88, 1.22], [-0.29, -2.34, -0.90], [0.95, -0.36, -2.28], [1.59, 2.57, 1.04], [-3.74, 2.27, 2.23], [0.13, 1.32, -3.21], [2.35, -1.94, -2.45], [-4.99, -0.87, -2.08], [2.94, 0.07, -1.00], [2.23, -0.61, -0.09], [0.90, 0.56, 4.24], [0.12, -1.17, 2.72], [0.91, 0.81, 1.83], [2.79, 0.27, -3.11]],
  "de_lowest_kcal_mol": 7.6,
  "lumo_energy_ev": -10.6,
  "energy_ev": -86957.70301,
  "total_charge": 3,
  "homo_lumo_gap_ev": 5.83
}


{
  "formula": "C34H26Cl3N7NaP",
  "method": "ωB97M-V/def2-TZVPD",
  "species": ["H", "C", "C", "Cl", "C", "N", "C", "Cl", "C", "H", "C", "H", "H", "C", "C", "C", "C", "C", "C", "C", "C", "H", "C", "H", "H", "C", "H", "H", "C", "N", "H", "C", "N", "H", "H", "N", "C", "C", "H", "C", "H", "N", "C", "H", "H", "C", "C", "C", "C", "H", "H", "H", "H", "H", "N", "C", "C", "C", "Cl", "H", "N", "C", "C", "C", "H", "P", "H", "C", "H", "H", "C", "Na"],
  "positions_angstrom": [[11.89, 15.91, 13.41], [14.22, 10.17, 8.56], [15.33, 10.57, 9.28], [6.46, 11.25, 10.41], [11.27, 13.54, 14.64], [12.25, 16.39, 6.91], [14.32, 7.54, 10.50], [6.60, 14.41, 10.22], [11.36, 13.78, 13.22], [15.43, 10.81, 5.54], [14.73, 19.10, 7.54], [13.48, 18.48, 10.60], [14.76, 6.16, 13.62], [12.99, 17.39, 8.91], [13.32, 7.80, 13.19], [14.48, 19.30, 8.88], [14.27, 10.14, 7.15], [11.41, 7.20, 6.59], [6.59, 12.77, 9.40], [12.85, 8.70, 12.21], [11.77, 8.74, 8.43], [14.26, 17.78, 5.80], [16.36, 11.49, 7.32], [17.19, 11.61, 9.41], [14.78, 7.63, 9.50], [10.73, 12.35, 15.08], [15.36, 5.78, 11.31], [15.49, 10.28, 10.36], [14.74, 6.67, 11.55], [10.92, 12.83, 12.36], [12.03, 9.37, 12.37], [16.41, 11.28, 8.67], [9.09, 12.86, 8.64], [10.70, 12.21, 16.16], [15.02, 20.09, 9.45], [11.80, 15.27, 11.40], [15.32, 10.84, 6.59], [14.04, 18.11, 6.83], [17.09, 12.06, 6.79], [10.46, 9.17, 8.27], [10.03, 9.99, 8.89], [12.10, 10.95, 9.95], [12.18, 16.41, 9.61], [12.12, 16.36, 5.92], [11.91, 6.67, 5.84], [10.06, 7.40, 6.63], [13.11, 17.30, 7.53], [14.28, 6.81, 12.87], [9.62, 8.44, 7.41], [8.57, 8.70, 7.40], [10.02, 10.98, 12.08], [11.56, 14.32, 15.33], [13.49, 9.65, 6.47], [15.44, 19.64, 6.95], [12.16, 16.46, 10.94], [13.60, 18.48, 9.55], [12.24, 7.80, 7.56], [10.38, 11.71, 12.81], [5.58, 12.81, 7.95], [12.99, 8.02, 14.21], [11.43, 15.55, 8.90], [7.98, 12.76, 8.98], [11.77, 15.09, 12.69], [13.37, 8.54, 10.85], [9.37, 6.99, 5.88], [12.83, 9.67, 9.57], [10.75, 14.98, 7.07], [10.23, 11.43, 14.19], [9.54, 10.69, 14.59], [13.22, 7.48, 7.55], [11.45, 15.57, 7.60], [11.08, 13.20, 9.95]],
  "de_lowest_kcal_mol": 0.0,
  "lumo_energy_ev": -0.8,
  "energy_ev": -97378.73036,
  "total_charge": 0,
  "homo_lumo_gap_ev": 4.79
}